[1]
The following is a DFT calculation (ωB97M-V with the def2-TZVPD basis set) of a structure of composition C14H13N2O5RuSSbSe4 at a distorted geometry.

largest force on an atom = 1.12 eV/Å
frontier orbital gap (alpha / beta) = 6.362 / 5.600 eV
HOMO level (alpha / beta) = -8.06 / -8.00 eV
ΔE to the lowest compared entry with this formula, charge and spin = 0.549 eV

```
! wB97M-V def2-TZVPD RIJCOSX def2/J DEFGRID3
* xyz 0 5
Ru -1.267 0.637 -0.008
O 6.809 -0.798 -0.213
C 5.908 0.172 -0.485
O 6.276 1.279 -0.746
C 4.458 -0.214 -0.429
C 3.532 0.809 -0.267
C 2.178 0.520 -0.220
C 1.748 -0.793 -0.364
C 2.664 -1.824 -0.530
C 4.015 -1.530 -0.558
N 0.326 -0.983 -0.325
C -0.224 -2.128 -0.493
C -1.700 -2.181 -0.593
C -2.378 -3.386 -0.621
C -3.759 -3.373 -0.766
C -4.395 -2.152 -0.897
C -3.650 -0.983 -0.850
N -2.327 -0.986 -0.680
H 6.366 -1.603 0.073
H 3.879 1.829 -0.172
H 1.455 1.310 -0.071
H 2.355 -2.854 -0.636
H 4.711 -2.344 -0.722
H 0.318 -3.060 -0.643
H -1.831 -4.313 -0.522
H -4.320 -4.296 -0.781
H -5.464 -2.089 -1.035
H -4.099 -0.004 -0.963
C -2.866 2.051 2.622
S -1.186 1.529 2.525
O -0.578 2.216 1.326
O -0.551 1.813 3.767
O -1.224 0.077 2.117
H -2.889 3.007 3.133
H -3.403 1.288 3.182
H -3.275 2.164 1.619
Se -1.217 5.738 -2.906
Sb -1.192 4.138 -1.002
Se -1.330 1.873 -2.005
Se 1.130 4.491 -0.138
Se -3.001 4.952 0.278
*
```

=====

[2]
The following is a DFT calculation (ωB97M-V with the def2-TZVPD basis set) of a structure of composition C14H13N7OSSc at a distorted geometry.

largest force on an atom = 1.04 eV/Å
frontier orbital gap = 7.372 eV
HOMO level = -10.99 eV
ΔE to the lowest compared entry with this formula, charge and spin = 5.451 eV

```
! wB97M-V def2-TZVPD RIJCOSX def2/J DEFGRID3
* xyz 1 1
Sc -1.177 -0.399 -1.580
N 0.225 -4.260 -3.505
C 0.005 -3.161 -2.767
S -1.038 -1.953 -3.505
N 0.587 -3.100 -1.603
N 0.332 -1.950 -0.874
C 1.081 -1.847 0.170
C 1.223 -0.729 1.135
C 2.281 -0.868 2.030
C 2.586 0.139 2.939
C 1.833 1.300 2.967
C 0.759 1.444 2.097
C 0.440 0.443 1.189
O -0.621 1.564 -0.833
H -0.177 -4.347 -4.419
H 0.826 -4.979 -3.142
H 1.770 -2.673 0.334
H 2.885 -1.767 2.010
H 3.417 0.013 3.620
H 2.076 2.087 3.668
H 0.158 2.346 2.112
N 0.421 4.079 -1.263
C 1.480 3.408 -1.425
C 1.428 1.972 -1.793
N 0.544 1.104 -1.526
C -0.701 0.536 0.281
C -2.100 0.467 0.601
N -2.939 0.150 -0.393
C -4.159 -0.099 0.212
C -4.040 0.053 1.552
N -2.723 0.414 1.786
H 0.654 5.047 -1.037
H 2.488 3.820 -1.351
H 2.266 1.554 -2.344
H -5.035 -0.345 -0.363
H -4.765 -0.040 2.340
H -2.288 0.578 2.679
*
```

=====

[3]
The following is a DFT calculation (ωB97M-V with the def2-TZVPD basis set) of a structure of composition C14H13NOsS at a distorted geometry.

largest force on an atom = 3.42 eV/Å
frontier orbital gap (alpha / beta) = 6.802 / 5.093 eV
HOMO level (alpha / beta) = -15.38 / -16.45 eV

```
! wB97M-V def2-TZVPD RIJCOSX def2/J DEFGRID3
* xyz 2 5
Os 0.006 0.003 -0.104
C -0.528 0.159 -2.034
H -1.068 -0.792 -2.209
H -1.219 0.986 -2.218
H 0.359 0.197 -2.693
H 1.075 0.739 -1.086
H -0.119 1.583 0.251
S 1.437 -1.525 3.919
C 0.062 -0.429 4.271
C -0.620 -0.188 5.470
C -1.755 0.668 5.457
C -2.204 1.239 4.248
C -1.540 0.981 3.035
C -0.412 0.152 3.068
N 0.270 -0.318 1.922
C 1.262 -1.187 2.179
C 1.908 -1.772 1.041
C 2.927 -2.763 1.133
C 3.492 -3.289 -0.012
C 3.046 -2.893 -1.287
C 2.027 -1.943 -1.404
C 1.450 -1.347 -0.253
H -0.278 -0.679 6.385
H -2.284 0.866 6.393
H -3.091 1.888 4.247
H -1.854 1.375 2.068
H 3.222 -3.095 2.122
H 4.289 -4.038 0.062
H 3.491 -3.324 -2.189
H 1.664 -1.616 -2.385
*
```

=====

[4]
The following is a DFT calculation (ωB97M-V with the def2-TZVPD basis set) of a structure of composition C14H14HgN4O7S.

largest force on an atom = 0.48 eV/Å
frontier orbital gap = 7.009 eV
HOMO level = -2.14 eV
ΔE to the lowest compared entry with this formula, charge and spin = 0.054 eV

```
! wB97M-V def2-TZVPD RIJCOSX def2/J DEFGRID3
* xyz -2 1
Hg 1.914 0.944 -3.563
O 4.817 -0.207 -0.557
C 3.588 -0.306 -0.700
O 2.939 -0.643 -1.725
C 2.732 -0.067 0.560
C 2.967 -0.845 1.650
C 2.168 -0.748 2.814
C 1.150 0.179 2.886
C 0.932 1.025 1.818
C 1.680 0.950 0.566
O 1.421 1.670 -0.420
N -0.115 2.000 1.993
O -1.048 1.718 2.744
O -0.043 3.072 1.410
N 2.419 -1.597 3.938
O 1.726 -1.478 4.948
O 3.331 -2.418 3.863
H 3.785 -1.551 1.624
H 0.540 0.262 3.773
S 0.754 4.371 -1.352
C 0.488 5.796 -1.773
C -1.499 0.767 -1.882
C -2.324 0.768 -0.571
N -2.560 -0.608 -0.121
C -1.261 -1.269 0.050
C -0.486 -1.297 -1.294
N -1.269 -0.614 -2.330
C -2.545 -1.286 -2.501
C -3.320 -1.311 -1.153
H -0.527 1.233 -1.727
H -2.016 1.302 -2.686
H -3.300 1.246 -0.708
H -1.805 1.305 0.223
H -1.445 -2.282 0.422
H -0.710 -0.732 0.824
H -0.308 -2.322 -1.628
H 0.481 -0.802 -1.217
H -2.352 -2.301 -2.864
H -3.113 -0.760 -3.275
H -3.489 -2.338 -0.812
H -4.297 -0.827 -1.246
*
```